Entry from the Open Molecules 2025 dataset: C35H28CrN6O5S as an isolated structure in a non-equilibrium geometry (ωB97M-V/def2-TZVPD).

```
76
Properties=species:S:1:pos:R:3:lowdin_spin:R:1
Cr 0.488 -0.463 -0.118 0.9871
C -6.374 2.198 3.481 0.0000
C -5.027 2.251 2.825 0.0000
C -4.102 3.215 3.214 0.0000
C -2.879 3.309 2.575 -0.0001
C -2.576 2.437 1.548 -0.0002
C -3.471 1.457 1.165 0.0000
C -4.694 1.365 1.805 0.0000
S -0.965 2.506 0.752 -0.0007
O -0.223 3.542 1.420 -0.0008
O -1.186 2.611 -0.663 -0.0002
N -0.402 1.011 1.032 -0.0066
C 0.286 0.652 2.116 0.0050
C 0.411 1.305 3.353 -0.0011
C 1.150 0.696 4.344 0.0053
C 1.735 -0.552 4.112 -0.0002
C 1.582 -1.127 2.866 0.0035
N 0.901 -0.534 1.888 -0.0033
H -6.309 2.523 4.517 0.0000
H -6.786 1.192 3.447 0.0000
H -7.065 2.865 2.962 0.0000
H -4.344 3.884 4.028 0.0000
H -2.146 4.052 2.851 0.0000
H -3.191 0.779 0.373 0.0000
H -5.393 0.593 1.519 0.0000
H -0.050 2.269 3.484 -0.0002
H 1.271 1.178 5.304 0.0003
H 2.298 -1.058 4.883 -0.0001
H 2.010 -2.097 2.633 0.0001
C -3.045 -2.615 1.335 -0.0013
C -3.799 -2.715 0.174 0.0003
C -3.283 -2.220 -1.005 0.0001
C -2.013 -1.639 -1.025 0.0025
C -1.224 -1.521 0.136 -0.0103
C -1.794 -2.021 1.306 -0.0020
C -1.382 -1.162 -2.243 -0.0011
C -1.845 -1.552 -3.516 0.0001
C -1.156 -1.193 -4.636 -0.0019
C 0.003 -0.403 -4.497 0.0001
C 0.779 -0.018 -5.606 -0.0002
C 1.919 0.719 -5.443 0.0003
C 2.298 1.127 -4.158 -0.0003
C 1.554 0.783 -3.059 0.0010
C 0.403 -0.017 -3.186 0.0013
N -0.280 -0.422 -2.080 0.0019
H -3.438 -3.008 2.265 -0.0002
H -4.776 -3.178 0.194 0.0000
H -3.882 -2.279 -1.904 0.0001
H -1.239 -1.953 2.235 -0.0002
H -2.709 -2.189 -3.594 0.0001
H -1.469 -1.521 -5.617 -0.0001
H 0.447 -0.320 -6.590 0.0000
H 2.520 0.990 -6.300 0.0000
H 3.186 1.727 -4.036 0.0000
H 1.836 1.123 -2.078 0.0006
C 5.116 0.522 -0.920 0.0000
C 4.277 0.516 0.358 -0.0005
C 5.106 0.959 1.564 -0.0001
O 3.788 -0.806 0.532 0.0000
C 3.095 1.533 0.152 0.0020
O 3.344 2.725 0.229 0.0079
O 1.985 0.999 -0.121 0.0074
H 6.041 -0.033 -0.767 0.0000
H 5.346 1.546 -1.204 0.0000
H 4.549 0.042 -1.715 0.0000
H 5.953 0.288 1.703 0.0000
H 4.494 0.948 2.466 0.0000
H 5.459 1.974 1.407 0.0000
H 3.285 -0.838 1.354 0.0000
N 1.413 -1.923 -0.816 -0.0025
C 1.860 -2.786 -1.467 0.0054
C 2.266 -3.833 -2.240 0.0012
C 3.569 -3.948 -2.721 0.0002
N 4.642 -4.071 -3.124 0.0001
C 1.319 -4.800 -2.584 0.0003
N 0.536 -5.593 -2.879 0.0003
```

Output
E_tot = -3498.04413 a.u.
energy relative to the best compared isomer or geometry (same formula, charge and spin) = 1.345 eV
spin multiplicity = 2
LUMO level (spin up / spin down) = 1.68 / 1.85 eV
Kohn-Sham gap (spin up / spin down) = 7.08 / 7.12 eV
highest occupied orbital energy (spin up / spin down) = -5.41 / -5.27 eV
strongest force on any atom = 3.27 eV Å⁻¹
total charge = -1